No. 1
Density functional theory data (ωB97M-V with the def2-TZVPD basis set) for the molecule C6H9F2NO2 in a non-equilibrium geometry.

Properties
orbital gap = 9.798 eV
strongest force on any atom = 4.28 eV/Å
electronic energy = -638.9693 hartree
SMILES string = O=C(O)C(F)(F)N1CCCC1

```
20
Properties=species:S:1:pos:R:3:forces:R:3
O 3.254796 1.585005 0.796218 0.22 -2.35 -2.63
C 3.123024 0.658684 -0.004211 -0.43 0.63 2.44
O 3.617964 0.582079 -1.255404 -0.89 0.41 -0.61
C 2.250575 -0.600894 0.434575 -0.93 0.95 -1.12
F 2.660687 -1.708153 -0.309140 0.18 0.10 0.21
F 2.441884 -0.960559 1.722222 0.22 0.21 -0.12
N 0.911880 -0.286541 0.161766 0.63 -0.85 -0.14
C 0.501845 0.892262 -0.612448 -1.42 -2.33 0.65
C -0.989210 0.581098 -0.823118 0.90 3.68 1.99
C -1.398694 -0.025551 0.480259 0.31 -1.10 1.98
C -0.217218 -0.926880 0.896475 0.36 0.27 -2.83
H 2.986912 0.146867 -1.906744 1.16 0.27 1.51
H 0.915657 1.013104 -1.572495 1.13 -0.01 -1.10
H 0.673063 1.722438 -0.004257 0.06 1.84 0.63
H -1.139645 0.106682 -1.740518 -0.52 -1.29 -1.05
H -1.440878 1.578745 -0.840390 -0.41 -0.16 -0.64
H -1.423120 0.658341 1.379359 -0.64 0.07 -1.54
H -2.325249 -0.588808 0.381672 -0.06 0.07 0.37
H 0.067676 -0.919816 1.889713 -0.09 0.04 2.28
H -0.389041 -1.949102 0.591096 0.22 -0.44 -0.26
```
Forces are in eV/Å.

Here are the Löwdin charges for atoms 1 to 5, given in e: 0.131, -0.392, 0.110, -0.461, 0.061

---

No. 2
Density functional theory data (ωB97M-V with the def2-TZVPD basis set) for a 16-piece molecular cluster, C32H14Cl61IO5 overall in a non-equilibrium geometry.

Properties
orbital gap = 7.767 eV
strongest force on any atom = 6.27 eV/Å
electronic energy = -29972.8802 hartree

```
113
Properties=species:S:1:pos:R:3:forces:R:3
C 3.406320 -4.307254 0.358797 0.43 -0.02 -0.30
C 1.828070 -4.421839 -0.024362 1.18 1.08 -0.18
C 1.632926 -4.260755 -1.625741 1.47 -2.46 0.09
O 2.051629 -5.206161 -2.331128 -1.87 3.63 1.63
O 1.053557 -3.054001 -2.094758 0.37 -2.82 0.06
C 0.383307 -3.222634 -3.366937 -0.76 1.03 -1.69
C -1.111733 -3.809526 -3.273553 -0.40 0.56 -0.21
C -1.807147 -3.666555 -1.849433 -1.49 -0.25 3.16
C -1.989625 -2.278808 -1.120463 -1.51 -2.66 1.96
I -1.295202 -0.397696 -2.031904 -0.64 -1.58 0.66
C -2.699654 -2.151571 0.276960 0.01 -2.55 -1.02
C -2.910011 -0.750265 1.035410 0.22 -0.45 -0.43
C -4.451774 -0.326812 0.867844 -2.46 -3.62 3.10
O -5.294532 -1.028719 1.507248 3.69 3.71 -3.46
Cl -5.003026 1.068343 -0.196316 0.85 -1.37 1.03
C -3.284132 -3.411290 1.022076 2.05 -0.62 -3.87
C -3.133323 -4.769159 0.304628 0.87 2.11 -0.82
C -2.401152 -4.905283 -1.085254 -0.42 2.26 1.12
C -2.343790 -6.401869 -1.666841 0.86 -0.86 -0.55
O -1.376482 -6.891135 -2.292140 -3.27 1.86 1.92
C -3.648031 -7.300002 -1.339909 -1.31 0.65 2.65
C -4.315093 -7.181564 -0.077629 1.84 0.73 -2.25
C -3.750685 -6.099569 0.982347 -0.27 -0.46 1.01
O -3.817407 -6.285792 2.217858 0.15 0.90 -4.16
H 3.838775 -3.267620 0.133913 -0.80 -1.46 0.24
H 3.601297 -4.503804 1.471456 -0.59 0.26 -1.54
H 4.051128 -5.066386 -0.215165 -1.16 1.09 0.72
H 1.314110 -3.581038 0.557274 0.32 -1.42 -0.91
H 1.511382 -5.470744 0.286353 0.01 1.57 -0.63
H 0.290729 -2.163269 -3.820882 0.37 -1.71 0.99
H 0.952925 -3.840661 -4.136874 -0.46 0.65 1.44
H -1.132717 -4.875105 -3.703133 -0.07 1.51 1.22
H -1.754485 -3.175279 -4.011892 1.56 -1.10 1.42
H -2.163397 0.062971 0.728934 -1.34 -1.53 0.14
H -2.751919 -0.968859 2.158402 -0.49 0.47 -1.79
H -3.805557 -3.322991 2.043705 0.95 -0.14 -1.92
H -4.058808 -8.050367 -2.112512 1.12 1.31 1.26
H -5.244074 -7.807565 0.190440 1.81 1.07 -0.32
C -0.203975 2.141156 2.717879 0.07 0.31 0.04
Cl 0.842872 1.040382 1.794751 -0.19 0.10 0.12
Cl -1.854648 2.076319 2.063683 0.30 0.41 0.28
Cl -0.224364 1.644398 4.426270 0.07 -0.32 -0.37
Cl 0.418797 3.798632 2.586177 -0.26 -0.67 -0.12
C 7.711420 -4.282777 0.712701 0.01 -0.09 0.17
Cl 6.873751 -5.843982 0.835246 0.02 0.40 0.07
Cl 9.266506 -4.373525 1.570389 -0.80 0.05 0.42
Cl 7.998301 -3.893599 -1.001949 -0.37 0.03 0.28
Cl 6.705205 -3.014723 1.445299 0.19 -0.17 -0.14
C -1.115032 6.167613 5.453212 -0.04 -0.06 0.05
Cl -0.874533 6.651812 7.146148 -0.03 -0.02 -0.26
Cl -0.040385 7.119877 4.406783 -0.07 -0.33 0.08
Cl -0.740939 4.440941 5.270613 -0.45 0.78 0.78
Cl -2.804166 6.460077 4.988084 0.26 -0.02 0.05
C 0.074172 11.046903 3.669254 -0.16 0.05 0.00
Cl -0.878318 10.336291 4.988798 0.13 0.29 -0.17
Cl 1.772265 10.546112 3.828875 -0.22 0.07 -0.01
Cl -0.564475 10.485822 2.108953 0.12 0.05 0.26
Cl -0.030543 12.817747 3.750998 -0.10 -0.60 -0.55
C 12.524101 -5.304996 -0.757749 0.06 0.08 -0.07
Cl 12.402267 -6.941220 -1.439013 0.48 0.36 0.03
Cl 10.946904 -4.489875 -0.873790 1.08 -0.26 -0.60
Cl 13.010608 -5.408938 0.948615 -0.11 0.00 -0.23
Cl 13.737861 -4.377803 -1.665409 -0.30 -0.08 0.50
C -4.739387 -2.787823 -5.725025 -0.09 -0.02 -0.02
Cl -6.302902 -1.974121 -5.504498 0.29 -0.15 -0.05
Cl -3.992248 -3.075639 -4.138345 -0.81 0.13 -0.30
Cl -4.991680 -4.339217 -6.551784 0.25 0.28 0.42
Cl -3.669953 -1.761332 -6.705138 -0.14 -0.17 0.17
C 2.520932 15.670460 6.044268 0.13 0.00 0.04
Cl 2.378892 14.028470 5.377160 0.22 0.47 0.26
Cl 0.955810 16.501545 5.918293 0.31 -0.07 -0.03
Cl 3.006110 15.576688 7.750746 -0.11 0.02 -0.28
Cl 3.745267 16.576229 5.129329 -0.20 -0.15 0.15
C 8.673483 -8.880203 -1.092179 -0.04 0.11 0.06
Cl 9.008587 -9.839646 0.365395 -0.05 0.16 -0.23
Cl 9.345589 -7.248374 -0.893683 -0.42 -0.57 -0.11
Cl 9.423568 -9.661458 -2.500984 -0.10 0.13 0.22
Cl 6.917013 -8.773136 -1.340037 0.27 -0.05 0.02
C -2.306864 13.234951 7.473079 0.08 0.03 0.00
Cl -3.001448 14.607876 8.361912 0.10 -0.22 -0.14
Cl -0.818874 13.752145 6.652492 -0.48 -0.11 0.54
Cl -1.930673 11.922354 8.610134 -0.06 0.19 -0.20
Cl -3.477826 12.656966 6.267649 0.16 0.11 0.18
C 15.252430 -4.650168 -5.865526 -0.04 -0.10 -0.03
Cl 14.304731 -5.374870 -4.549365 0.29 0.09 -0.55
Cl 16.951363 -5.148087 -5.715651 -0.28 0.09 -0.02
Cl 14.610696 -5.197035 -7.429662 0.11 0.10 0.24
Cl 15.143471 -2.879425 -5.767234 0.01 -0.28 0.00
C -6.193182 -5.771945 -10.018670 -0.04 0.07 -0.06
Cl -6.886456 -4.402424 -9.125326 -0.09 -0.25 -0.43
Cl -4.705088 -5.251766 -10.837720 -0.25 -0.09 0.16
Cl -5.816296 -7.087451 -8.884770 -0.05 0.21 -0.15
Cl -7.363638 -6.346970 -11.225148 0.21 0.08 0.21
C 2.659891 5.368831 -0.618808 0.06 -0.10 -0.07
Cl 4.068182 5.098213 -1.668082 -0.22 0.08 0.16
Cl 3.065223 6.580857 0.615849 -0.09 -0.19 -0.17
Cl 1.296211 5.952858 -1.596602 0.21 -0.09 0.17
Cl 2.208872 3.844943 0.174909 0.44 0.37 -0.65
C -8.081437 0.536530 4.047552 0.06 0.02 -0.08
Cl -6.995164 1.113649 2.767047 -0.35 0.03 0.33
Cl -7.212866 0.518889 5.597836 -0.14 0.00 -0.23
Cl -9.485052 1.619875 4.167554 0.21 -0.17 0.00
Cl -8.633279 -1.106745 3.659350 0.10 0.28 0.07
C -6.756401 7.814825 4.038371 -0.04 0.00 0.01
Cl -5.851261 7.049893 2.714734 -0.12 0.12 0.22
Cl -7.146455 6.595552 5.270104 0.09 0.20 -0.21
Cl -5.766788 9.097968 4.767563 -0.13 -0.21 -0.11
Cl -8.259407 8.515358 3.401008 0.26 -0.12 0.11
C -10.095753 -0.885996 -4.831776 -0.04 0.01 0.04
Cl -9.233450 -1.376534 -3.357985 -0.14 0.09 -0.25
Cl -9.837983 -2.102185 -6.101402 -0.06 0.19 0.19
Cl -11.832719 -0.751030 -4.484659 0.30 -0.02 -0.07
Cl -9.477841 0.685644 -5.383911 -0.08 -0.27 0.09
```
Forces are in eV/Å.

Here are the Löwdin charges for atoms 1 to 5, given in e: -0.139, -0.116, -0.365, 0.060, -0.087